No. 1
{
  "formula": "C7H13O",
  "method": "ωB97M-V with the def2-TZVPD basis set",
  "de_lowest_ev": 1.858,
  "smiles": "C/C=C(\\C)CCC[O-]",
  "charge": -1,
  "homo_lumo_gap_ev": 5.269,
  "homo_ev": -1.98,
  "mol_weight_g_mol": 113.18,
  "largest_force_ha_per_bohr": 0.127,
  "total_energy_ha": -349.653535,
  "species": ["C", "C", "C", "C", "C", "C", "C", "O", "H", "H", "H", "H", "H", "H", "H", "H", "H", "H", "H", "H", "H"],
  "coordinates": [[3.027766, 0.290771, -0.730176], [1.793910, -0.207994, -0.147108], [0.565090, 0.381104, -0.045039], [0.347719, 1.804941, -0.606865], [-0.626169, -0.150702, 0.807915], [-1.829553, -0.462002, 0.064241], [-2.599165, -1.754955, 0.729635], [-3.878524, -1.888964, 0.355931], [4.023687, -0.157105, -0.392116], [3.212307, 0.389584, -1.767973], [3.214938, 1.319754, -0.409868], [2.041720, -1.031533, 0.447742], [0.947233, 2.088017, -1.518706], [0.447831, 2.445687, 0.156515], [-0.751163, 1.869221, -0.880983], [-0.219003, -1.046405, 1.372351], [-0.985512, 0.689956, 1.468857], [-1.540136, -0.828013, -0.951987], [-2.514550, 0.336919, -0.258773], [-2.582053, -1.505142, 1.780085], [-2.096376, -2.583141, 0.526319]],
  "forces_ev_per_angstrom": [[3.2, 1.8, 0.6], [-2.4, 0.6, 0.5], [1.3, 0.5, 0.2], [-1.8, -3.3, -3.7], [2.6, 1.4, 0.9], [-1.5, -3.0, -3.0], [-3.7, 5.4, -0.2], [-0.5, -0.1, -0.6], [-1.6, -0.2, 0.0], [-0.6, -0.3, -1.5], [-0.2, 0.4, 0.1], [-0.6, -1.7, 0.8], [-0.4, -0.3, 1.1], [0.8, 2.7, 2.8], [1.2, 0.0, 0.0], [-0.7, 1.0, -0.3], [1.1, -0.8, 0.2], [0.0, -0.1, 0.4], [0.0, 0.0, 1.1], [0.7, 0.0, 1.5], [3.3, -3.8, -0.9]]
}



No. 2
{
  "formula": "C3H26N2O10",
  "method": "ωB97M-V with the def2-TZVPD basis set",
  "de_lowest_ev": 0.000,
  "smiles": "CCNC(N)=O.O.O.O.O.O.O.O.O.O",
  "homo_lumo_gap_ev": 10.312,
  "homo_ev": -10.06,
  "mol_weight_g_mol": 250.24,
  "largest_force_ha_per_bohr": 0.020,
  "total_energy_ha": -991.918689,
  "species": ["C", "C", "N", "C", "N", "O", "H", "H", "H", "H", "H", "H", "H", "H", "O", "H", "H", "O", "H", "H", "O", "H", "H", "O", "H", "H", "O", "H", "H", "O", "H", "H", "O", "H", "H", "O", "H", "H", "O", "H", "H"],
  "coordinates": [[-0.072211, -2.555959, -1.463959], [-0.484776, -1.856672, -0.177905], [0.142257, -0.542595, -0.113053], [-0.396404, 0.588327, 0.380567], [-1.764375, 0.617471, 0.547545], [0.261169, 1.639596, 0.442177], [1.006912, -2.657846, -1.514323], [-0.381069, -1.968457, -2.326551], [-0.513071, -3.548332, -1.533965], [-1.566201, -1.766983, -0.133875], [-0.180319, -2.437336, 0.695002], [1.147443, -0.529495, -0.219750], [-2.055755, 1.495121, 0.947611], [-2.216094, -0.169583, 1.010691], [2.313521, 1.739051, -1.325875], [1.575055, 1.863162, -0.688036], [1.801317, 1.390630, -2.092325], [3.230125, -0.354702, -0.025546], [3.004681, 0.457388, -0.573875], [4.099915, -0.628633, -0.338431], [0.747133, 0.791440, -3.416406], [-0.191160, 0.687426, -3.149410], [0.712972, 1.308366, -4.230497], [0.821307, 2.438233, 3.060637], [0.570135, 2.401694, 2.122732], [1.667761, 1.977875, 3.100775], [-1.984638, 0.749339, -2.589171], [-1.935011, 0.727712, -1.611829], [-2.462271, 1.563407, -2.785958], [-0.052900, -0.252770, 2.910257], [-0.016553, 0.629236, 3.311157], [0.883914, -0.470740, 2.748019], [2.680279, -0.000436, 2.631704], [3.309891, -0.578940, 3.074694], [2.916530, -0.085463, 1.674984], [-3.708546, -1.327449, -3.353919], [-3.819836, -1.863199, -2.563172], [-3.061157, -0.643922, -3.099482], [-2.259239, -1.778532, 2.502889], [-1.412299, -1.338879, 2.736163], [-2.731756, -1.865471, 3.335405]],
  "forces_ev_per_angstrom": [[-0.1, 0.1, 0.0], [0.2, -0.1, 0.0], [-0.2, 0.0, 0.2], [0.2, 0.0, -1.0], [-0.4, -0.1, 0.1], [-0.2, 0.0, 0.3], [0.2, -0.1, 0.0], [-0.1, 0.0, -0.1], [0.0, 0.0, 0.0], [0.0, 0.1, 0.0], [-0.1, -0.1, 0.0], [0.1, 0.0, 0.0], [0.0, 0.1, 0.1], [0.2, 0.0, 0.0], [-0.6, -0.3, -0.2], [0.3, 0.2, 0.2], [0.5, 0.2, 0.0], [0.1, 0.2, -0.3], [0.0, 0.0, 0.1], [-0.1, -0.1, 0.1], [-0.4, 0.0, -0.1], [0.3, 0.1, -0.1], [0.1, -0.1, 0.1], [-0.2, 0.1, 0.2], [0.1, -0.1, 0.0], [0.1, 0.0, -0.1], [0.1, 0.2, 0.4], [-0.1, 0.0, -0.1], [0.0, 0.0, -0.1], [0.0, -0.4, 0.2], [0.1, 0.2, -0.1], [-0.1, 0.2, 0.1], [0.2, -0.2, -0.3], [0.0, 0.1, 0.1], [0.0, 0.1, 0.2], [0.1, 0.1, 0.1], [0.0, 0.0, 0.0], [-0.2, -0.2, -0.1], [0.1, 0.1, -0.1], [-0.1, 0.0, 0.1], [0.0, 0.0, 0.0]]
}



No. 3
{
  "formula": "C4H11N3O",
  "method": "ωB97M-V with the def2-TZVPD basis set",
  "de_lowest_ev": 5.570,
  "homo_lumo_gap_ev": 7.922,
  "homo_ev": -6.94,
  "mol_weight_g_mol": 117.15,
  "largest_force_ha_per_bohr": 0.063,
  "total_energy_ha": -398.349463,
  "species": ["C", "C", "C", "N", "C", "N", "O", "N", "H", "H", "H", "H", "H", "H", "H", "H", "H", "H", "H"],
  "coordinates": [[-0.298311, -0.324849, 1.849791], [-1.035830, 1.468865, 0.234828], [1.333284, -0.188649, -1.829633], [0.037224, 0.604594, 0.904013], [0.713505, -0.819328, -0.620131], [-1.429774, -0.899870, 1.841264], [1.232879, 1.286950, 1.165119], [-0.333903, -1.576145, -0.910154], [1.805471, 1.114979, 0.393031], [0.547868, -0.567832, 2.501449], [-1.503191, -1.631377, 2.542303], [-0.860807, -1.984481, -0.147690], [-0.866435, -1.457555, -1.773664], [-1.033959, 2.470986, 0.674155], [-1.988327, 0.983183, 0.419774], [-0.860018, 1.543964, -0.836822], [0.708050, -0.219880, -2.739987], [1.542258, 0.861411, -1.627155], [2.290016, -0.664965, -2.040491]],
  "forces_ev_per_angstrom": [[0.5, -0.1, 0.2], [1.2, -0.8, 1.1], [-0.9, 0.5, -0.1], [-1.7, 2.7, -0.4], [1.6, -2.6, -0.6], [-0.4, -0.1, -0.1], [-0.5, 0.0, -0.1], [-0.1, 0.9, 0.1], [-0.2, -0.5, 0.3], [-0.2, 0.1, -0.1], [0.2, 0.2, 0.1], [0.1, -0.1, -0.1], [0.0, 0.0, -0.2], [0.1, -0.2, 0.0], [0.0, -0.1, 0.0], [0.2, -0.1, 0.0], [0.0, 0.0, -0.1], [0.2, 0.2, -0.1], [0.0, -0.1, 0.1]]
}



No. 4
{
  "formula": "C15H12N2O2S",
  "method": "ωB97M-V with the def2-TZVPD basis set",
  "de_lowest_ev": 0.992,
  "smiles": "Cc1ccc(NC2=NC(=O)S/C2=C\\c2ccco2)cc1",
  "homo_lumo_gap_ev": 7.435,
  "homo_ev": -8.28,
  "mol_weight_g_mol": 284.34,
  "largest_force_ha_per_bohr": 0.085,
  "total_energy_ha": -1236.942660,
  "species": ["C", "C", "C", "C", "C", "N", "C", "N", "C", "O", "S", "C", "C", "C", "C", "C", "C", "O", "C", "C", "H", "H", "H", "H", "H", "H", "H", "H", "H", "H", "H", "H"],
  "coordinates": [[3.266544, -4.601470, -2.115389], [2.504179, -3.473889, -1.472337], [1.446050, -3.736604, -0.592658], [0.663420, -2.666944, -0.077143], [0.970703, -1.310334, -0.439374], [0.168950, -0.272986, 0.056344], [0.558938, 1.021344, 0.344612], [1.776843, 1.448573, 0.273508], [1.791216, 2.774450, 0.658681], [2.878309, 3.317395, 0.611757], [0.260006, 3.447406, 1.221452], [-0.460474, 1.926423, 0.753512], [-1.831858, 1.683916, 0.767312], [-2.849369, 2.679351, 1.192336], [-4.175979, 2.442518, 1.135448], [-4.851537, 3.615843, 1.701736], [-3.861002, 4.465976, 2.113168], [-2.639953, 3.960540, 1.728143], [2.043248, -1.113925, -1.287280], [2.787631, -2.164243, -1.841446], [2.949322, -5.532886, -1.629931], [4.330343, -4.493567, -2.034569], [2.986295, -4.731854, -3.177191], [1.175487, -4.753185, -0.388805], [-0.119180, -2.836841, 0.672080], [-0.757964, -0.499281, 0.355191], [-2.225564, 0.735930, 0.386375], [-4.666900, 1.536539, 0.776541], [-5.914804, 3.745620, 1.834495], [-4.072134, 5.394256, 2.609912], [2.229909, -0.102734, -1.623335], [3.639326, -1.905337, -2.513143]],
  "forces_ev_per_angstrom": [[-1.2, -0.7, -0.1], [0.0, -0.1, -0.5], [-0.7, 2.0, -0.1], [1.0, 0.5, -0.3], [0.1, -2.6, 0.4], [0.6, 1.3, 0.2], [0.7, -2.6, -0.8], [-1.7, -0.9, -0.2], [3.8, 0.1, -0.4], [-1.4, 1.1, 0.5], [-0.1, 0.0, -0.1], [-4.2, 0.8, 0.8], [2.2, 2.0, 0.3], [-0.1, -0.2, -0.2], [-1.5, 0.9, 0.5], [1.2, -0.9, 0.0], [-1.3, -1.9, -1.6], [0.3, -0.6, 0.5], [0.2, 0.5, -1.0], [0.1, 0.7, 0.7], [0.4, 0.0, -0.1], [0.6, 0.1, 0.0], [0.2, 0.3, 0.4], [0.0, -0.3, 0.3], [0.2, -0.1, -0.4], [-0.1, -0.3, 0.0], [-0.1, 0.5, 0.3], [0.3, 0.4, 0.1], [0.1, 0.0, 0.0], [1.1, 0.3, 0.0], [0.3, 0.0, 0.1], [-0.9, -0.4, 0.5]]
}



No. 5
{
  "formula": "C4H4IN",
  "method": "ωB97M-V with the def2-TZVPD basis set",
  "de_lowest_ev": 3.461,
  "homo_lumo_gap_ev": 8.796,
  "homo_ev": -8.27,
  "mol_weight_g_mol": 192.99,
  "largest_force_ha_per_bohr": 0.125,
  "total_energy_ha": -507.125741,
  "species": ["C", "C", "C", "C", "N", "I", "H", "H", "H", "H"],
  "coordinates": [[-1.202822, 0.017235, -0.730034], [-0.134983, -0.673472, -1.180861], [0.847724, 0.198154, 0.819615], [-0.384145, 0.738114, 1.066823], [1.024410, -0.479176, -0.404080], [-1.434591, 2.143685, 2.113556], [-2.186392, 0.273227, -0.763294], [0.059078, -1.326448, -2.121845], [1.713892, 0.306769, 1.395219], [1.697829, -1.198088, -0.195100]],
  "forces_ev_per_angstrom": [[5.1, 0.1, 3.9], [-0.4, 0.0, -0.5], [-3.2, 1.4, -0.8], [-0.2, -2.5, -5.0], [0.1, 0.2, 1.7], [0.5, -0.3, 0.1], [-2.4, 0.3, -0.9], [-0.8, 1.3, 1.8], [1.1, 0.1, 0.9], [0.0, -0.6, -1.1]]
}



No. 6
{
  "formula": "C4H8N2O",
  "method": "ωB97M-V with the def2-TZVPD basis set",
  "de_lowest_ev": 4.577,
  "homo_lumo_gap_ev": 6.984,
  "homo_ev": -7.00,
  "mol_weight_g_mol": 100.12,
  "largest_force_ha_per_bohr": 0.022,
  "total_energy_ha": -341.835445,
  "species": ["C", "N", "C", "C", "O", "C", "N", "H", "H", "H", "H", "H", "H", "H", "H"],
  "coordinates": [[-1.230215, 0.778910, 0.666915], [-0.077737, -0.147047, 0.276682], [-0.153019, -0.636584, -1.107520], [1.477714, 0.190923, 0.230724], [1.824099, 1.290464, 0.969278], [-0.865099, -1.793399, -1.350853], [-1.385624, -2.821175, -1.558335], [-2.148549, 0.301515, 0.292884], [-1.343797, 0.915319, 1.751644], [-1.124838, 1.746192, 0.178622], [-0.177897, -0.938870, 0.920003], [-0.160272, 0.218664, -1.769035], [1.821575, 0.366521, -0.795715], [1.913923, -0.770779, 0.544401], [1.604636, 1.112086, 1.887808]],
  "forces_ev_per_angstrom": [[0.3, 0.1, -0.1], [0.4, -0.2, -0.3], [-0.4, -0.1, -0.5], [-0.4, 0.0, 0.3], [-0.1, 0.2, 0.6], [-0.7, -0.9, -0.2], [0.2, 0.6, 0.2], [0.5, 0.0, 0.0], [0.4, -0.1, -0.2], [0.2, -0.1, 0.0], [0.2, 0.1, -0.4], [-0.1, -0.3, -0.3], [-0.8, 0.1, 0.4], [-0.1, 0.3, 0.1], [0.2, 0.2, 0.3]]
}